# 1
This record from the Open Molecules 2025 dataset describes 2 unconnected molecules or ions with the total composition C3H8BrN2 in a non-equilibrium geometry. The level of theory is ωB97M-V with the def2-TZVPD basis set.

Last column: Mulliken charge in e.
Positions of all 14 atoms, in Å:
C: -1.14468 0.53765 0.07850  0.3141
C: -1.60139 -0.98809 1.94350  -0.7524
C: 1.36335 -0.07824 -0.44529  -0.9978
N: -1.71597 -0.05282 0.91091  -0.0693
N: 1.41491 0.54274 -1.80799  -0.1889
Br: -1.35792 2.07284 -0.81632  -0.0044
H: -1.24785 -1.85321 1.39698  0.3465
H: -2.54619 -1.19317 2.40317  0.2797
H: -0.82433 -0.86945 2.64760  0.3233
H: 1.94587 -0.97000 -0.28185  0.3658
H: 1.39350 0.62291 0.31419  0.5119
H: 2.27436 1.01248 -1.89809  0.3584
H: 0.86116 1.34109 -1.84839  0.1522
H: 1.18517 -0.12474 -2.59694  0.3612

## Properties
charge: +1
maximum force: 0.05593 hartree/bohr
energy above the lowest of the compared OMol25 structures with the same formula, charge and spin: 5.2796 eV
E_tot: -76252.0314 eV

---

# 2
This record from the Open Molecules 2025 dataset describes 2 unconnected molecules or ions with the total composition C2H5FS in a non-equilibrium geometry. The level of theory is ωB97M-V with the def2-TZVPD basis set.

Last column: Mulliken charge in e.
Positions of all 9 atoms, in Å:
C: 1.01856 0.71593 -0.26655  -0.8341
C: -0.89780 -0.09065 -0.11752  0.0158
F: -1.43625 0.49267 0.95684  -0.2407
S: -0.71635 -1.82771 0.05975  -0.1988
H: 0.97332 1.53334 -1.05452  0.2553
H: 1.64536 -0.18792 -0.61235  0.2665
H: 1.34519 0.93715 0.68978  0.3179
H: -1.42131 0.21787 -1.03931  0.2778
H: -0.51071 -1.79067 1.38389  0.1402

## Properties
charge: 0
maximum force: 0.10184 hartree/bohr
energy above the lowest of the compared OMol25 structures with the same formula, charge and spin: 1.8764 eV
E_tot: -15705.4798 eV

---

Please write out number 1 again, unchanged.
This record from the Open Molecules 2025 dataset describes 2 unconnected molecules or ions with the total composition C3H8BrN2 in a non-equilibrium geometry. The level of theory is ωB97M-V with the def2-TZVPD basis set.

Last column: Mulliken charge in e.
Positions of all 14 atoms, in Å:
C: -1.14468 0.53765 0.07850  0.3141
C: -1.60139 -0.98809 1.94350  -0.7524
C: 1.36335 -0.07824 -0.44529  -0.9978
N: -1.71597 -0.05282 0.91091  -0.0693
N: 1.41491 0.54274 -1.80799  -0.1889
Br: -1.35792 2.07284 -0.81632  -0.0044
H: -1.24785 -1.85321 1.39698  0.3465
H: -2.54619 -1.19317 2.40317  0.2797
H: -0.82433 -0.86945 2.64760  0.3233
H: 1.94587 -0.97000 -0.28185  0.3658
H: 1.39350 0.62291 0.31419  0.5119
H: 2.27436 1.01248 -1.89809  0.3584
H: 0.86116 1.34109 -1.84839  0.1522
H: 1.18517 -0.12474 -2.59694  0.3612

## Properties
charge: +1
maximum force: 0.05593 hartree/bohr
energy above the lowest of the compared OMol25 structures with the same formula, charge and spin: 5.2796 eV
E_tot: -76252.0314 eV

---

> Look up the charge of the first one.

+1

---

> The highest maximum force belongs to which entry?

C2H5FS